1.
An isolated molecule of C25H30N4O5S at a distorted geometry. Source: the Open Molecules 2025 dataset; level of theory: the ωB97M-V functional and the def2-TZVPD basis.

The calculation puts the energy relative to the best compared isomer or geometry (same formula, charge and spin) at 1.477 eV. As for the SMILES: CCN(CC)C(=O)/C(=C/c1cn(S(=O)(=O)N(C)C)c2ccccc12)NC(=O)c1ccc(OC)cc1. The value obtained for the lowest unoccupied orbital energy is 0.017 Ha. The largest force on an atom is 1.14 eV/A. The total charge is 0. The frontier orbital gap comes out at 8.268 eV. The electronic energy is -1964.0749 hartree.

Last column: Löwdin charge in e.
Atoms and positions in Å:
C 1.054 0.305 3.706  -0.048
H 0.674 -0.092 2.768  0.054
H 0.266 0.259 4.454  0.082
H 1.879 -0.324 4.029  0.078
C 1.542 1.743 3.530  -0.199
N 0.446 2.680 3.349  -0.061
C -0.410 2.653 2.308  -0.405
O -1.460 3.282 2.292  0.060
C -0.080 1.783 1.129  -0.155
C 1.042 1.917 0.406  0.037
C 1.390 1.271 -0.832  -0.131
C 0.591 0.658 -1.760  -0.022
N 1.331 0.196 -2.820  -0.079
C 2.658 0.496 -2.581  -0.188
C 3.782 0.247 -3.353  -0.018
C 4.998 0.680 -2.862  -0.083
C 5.093 1.344 -1.639  -0.093
C 3.974 1.601 -0.875  -0.023
C 2.734 1.179 -1.346  -0.109
H 4.059 2.123 0.066  0.105
H 6.064 1.666 -1.290  0.099
H 5.894 0.506 -3.438  0.101
H 3.695 -0.247 -4.306  0.098
S 0.676 -0.834 -4.000  0.659
O -0.688 -0.458 -4.151  -0.246
O 1.551 -0.795 -5.122  -0.249
N 0.738 -2.349 -3.350  -0.321
C 2.071 -2.835 -3.091  -0.089
H 2.483 -2.429 -2.160  0.099
H 2.046 -3.922 -3.027  0.095
H 2.696 -2.537 -3.929  0.078
C -0.233 -2.621 -2.314  -0.090
H 0.084 -2.236 -1.340  0.071
H -0.382 -3.698 -2.248  0.098
H -1.165 -2.147 -2.609  0.083
H -0.474 0.551 -1.813  0.128
H 1.794 2.598 0.779  0.120
N -1.171 0.966 0.800  0.160
C -1.099 -0.353 0.482  -0.450
O -0.040 -0.964 0.446  0.052
C -2.400 -0.992 0.169  -0.148
C -2.524 -2.365 0.351  -0.016
C -3.699 -3.025 0.049  -0.005
C -4.780 -2.312 -0.462  -0.268
C -4.653 -0.934 -0.665  0.012
C -3.482 -0.282 -0.352  -0.016
H -3.404 0.778 -0.544  0.119
H -5.494 -0.401 -1.078  0.122
O -5.979 -2.848 -0.796  -0.075
C -6.172 -4.234 -0.636  -0.083
H -7.191 -4.428 -0.967  0.095
H -5.475 -4.810 -1.253  0.097
H -6.068 -4.535 0.411  0.096
H -3.761 -4.089 0.212  0.105
H -1.679 -2.912 0.742  0.124
H -2.064 1.364 1.066  0.142
C 0.133 3.550 4.470  -0.204
C 1.073 4.750 4.527  -0.069
H 0.993 5.327 3.609  0.079
H 2.107 4.433 4.649  0.066
H 0.805 5.388 5.364  0.073
H 0.190 2.974 5.398  0.124
H -0.894 3.895 4.330  0.114
H 2.081 2.056 4.426  0.116
H 2.235 1.788 2.690  0.103

2.
A cluster of 2 separate species, C19H20NO6 in total at a distorted geometry. Source: the Open Molecules 2025 dataset; level of theory: the ωB97M-V functional and the def2-TZVPD basis.

The value obtained for the lowest unoccupied orbital energy is 0.067 Ha. The largest force on an atom is 3.86 eV/A. The total charge is -1. The frontier orbital gap comes out at 4.913 eV. The electronic energy is -1242.1381 hartree.

Last column: Löwdin charge in e.
Atoms and positions in Å:
C 1.919 -2.144 -0.815  -0.326
C 2.168 -3.595 -1.237  -0.201
O 1.061 -4.314 -0.754  -0.036
C 0.221 -3.410 -0.144  -0.683
O -0.837 -3.713 0.383  -0.040
N 0.690 -2.138 -0.178  0.014
H 2.676 -1.778 -0.106  0.084
H 1.881 -1.455 -1.670  0.079
H 2.205 -3.740 -2.325  0.102
H 3.072 -4.036 -0.794  0.103
C 0.449 -1.579 5.242  -0.095
O -0.683 -1.282 4.460  -0.072
C -0.490 -0.465 3.351  -0.144
C -1.523 -0.388 2.452  0.058
C -1.454 0.414 1.275  -0.210
C -2.371 0.252 0.239  0.054
C -2.179 0.713 -1.108  -0.202
C -3.271 0.897 -1.973  -0.030
C -3.084 1.344 -3.255  -0.017
C -1.800 1.611 -3.751  -0.243
O -1.673 2.121 -5.039  -0.093
C -0.367 2.521 -5.379  -0.108
C -0.706 1.356 -2.913  -0.017
C -0.891 0.938 -1.629  -0.015
C -0.399 1.374 1.218  0.025
C 0.665 1.367 2.072  -0.146
O 1.612 2.379 1.910  -0.078
C 2.891 2.079 2.393  -0.099
C 0.732 0.316 3.101  -0.256
O 1.749 0.110 3.736  0.021
H 0.109 -1.916 6.223  0.084
H 1.017 -2.381 4.766  0.100
H 1.073 -0.692 5.361  0.074
H -2.405 -0.969 2.644  0.127
H -3.252 -0.343 0.432  0.121
H -4.267 0.708 -1.604  0.111
H -3.930 1.528 -3.898  0.110
H -0.412 3.102 -6.302  0.089
H 0.061 3.144 -4.589  0.090
H 0.255 1.638 -5.530  0.095
H 0.291 1.518 -3.274  0.097
H -0.026 0.725 -1.034  0.105
H -0.447 2.173 0.502  0.122
H 3.475 2.994 2.492  0.084
H 2.807 1.600 3.366  0.069
H 3.385 1.417 1.683  0.096

3.
A structure of composition C16H16ClN3O2Pd at a distorted geometry. Source: the Open Molecules 2025 dataset; level of theory: the ωB97M-V functional and the def2-TZVPD basis.

The calculation puts the energy relative to the best compared isomer or geometry (same formula, charge and spin) at 1.160 eV. The value obtained for the lowest unoccupied orbital energy is -0.310 Ha. The largest force on an atom is 1.19 eV/A. The total charge is +2. The frontier orbital gap comes out at 7.384 eV. The electronic energy is -1521.4210 hartree.

Last column: Löwdin charge in e.
Atoms and positions in Å:
Pd -1.169 -0.800 -1.145  0.734
O 2.316 -0.970 4.896  0.111
N 2.758 -1.762 4.090  -0.335
O 3.630 -2.569 4.278  0.144
C 2.180 -1.700 2.725  -0.042
C 2.992 -2.045 1.708  0.104
C 2.538 -1.960 0.350  -0.096
C 3.308 -2.326 -0.769  0.065
C 2.758 -2.230 -2.023  0.016
C 1.449 -1.765 -2.179  -0.067
N 0.723 -1.403 -1.127  -0.029
C 1.245 -1.502 0.124  -0.134
C 0.388 -1.163 1.213  -0.136
N -0.871 -0.788 0.869  -0.046
C -1.753 -0.541 1.822  -0.067
C -1.416 -0.638 3.173  0.014
C -0.140 -0.990 3.539  0.071
C 0.817 -1.264 2.536  -0.035
H 3.993 -2.392 1.927  0.151
H 4.319 -2.689 -0.635  0.146
H 3.315 -2.513 -2.905  0.134
H 0.982 -1.687 -3.149  0.086
H -2.756 -0.268 1.515  0.129
H -2.170 -0.439 3.920  0.133
H 0.130 -1.060 4.581  0.129
Cl -1.553 -0.782 -3.331  0.023
C -3.455 2.518 -1.241  -0.023
C -2.414 2.473 -2.314  -0.306
C -1.540 3.992 -2.458  0.076
C -1.067 2.239 -2.100  -0.018
H -4.251 3.216 -1.494  0.109
H -3.043 2.790 -0.270  0.102
H -3.910 1.527 -1.185  0.100
H -2.776 2.205 -3.302  0.152
H -1.347 4.465 -1.503  0.117
H -2.443 4.394 -2.924  0.142
H -0.729 4.117 -3.170  0.122
H -0.422 1.963 -2.922  0.103
H -0.615 2.346 -1.120  0.123

4.
A cluster of 2 separate species, C2H6O3 in total at a distorted geometry. Source: the Open Molecules 2025 dataset; level of theory: the ωB97M-V functional and the def2-TZVPD basis.

The calculation puts the energy relative to the best compared isomer or geometry (same formula, charge and spin) at 1.194 eV. As for the SMILES: CC(=O)O.O. The value obtained for the lowest unoccupied orbital energy is 0.022 Ha. The largest force on an atom is 5.55 eV/A. The total charge is 0. The frontier orbital gap comes out at 11.089 eV. The electronic energy is -305.5086 hartree.

Last column: Löwdin charge in e.
Atoms and positions in Å:
O 0.857 -1.404 0.308  0.073
C 0.593 -0.421 0.992  -0.459
O 0.171 0.655 0.193  0.054
C 0.470 -0.026 2.481  0.029
H -0.030 0.336 -0.625  0.034
H 1.082 -0.732 3.009  0.082
H -0.538 -0.325 2.704  0.079
H 0.480 1.080 2.477  0.101
H -2.495 0.747 -3.238  0.067
H -1.140 1.464 -2.713  0.041
O -1.495 0.763 -3.308  -0.100

5.
The ion C5H11N with charge -1 at a distorted geometry. Source: the Open Molecules 2025 dataset; level of theory: the ωB97M-V functional and the def2-TZVPD basis.

The calculation puts the energy relative to the best compared isomer or geometry (same formula, charge and spin) at 1.986 eV. Its spin multiplicity is 2. The value obtained for the lowest unoccupied orbital energy (alpha / beta) is 0.148 / 0.143 Ha. The largest force on an atom is 3.87 eV/A. The total charge is -1. The frontier orbital gap (alpha / beta) comes out at 2.723 / 7.927 eV. The electronic energy is -251.7267 hartree.

Last column: Löwdin spin population.
Atoms and positions in Å:
C 1.092 0.692 2.160  0.051
C 0.784 -0.149 0.866  0.126
C -0.341 0.278 -0.098  0.054
C -1.139 1.356 0.138  0.045
C -0.107 -1.644 -1.765  0.335
N -0.518 -0.293 -1.364  0.022
H 1.608 1.613 1.928  0.004
H 0.370 0.881 2.867  0.004
H 1.764 -0.046 2.712  0.019
H 0.868 -1.292 1.030  0.063
H 1.745 0.063 0.170  0.040
H -1.770 1.848 -0.654  0.008
H -1.136 1.818 1.034  0.002
H 0.885 -1.539 -2.417  0.057
H -0.968 -2.016 -2.465  0.068
H 0.065 -2.444 -0.899  0.079
H -1.539 -0.040 -1.559  0.025

6.
An isolated molecule of C16H20ClNO4S. Source: the Open Molecules 2025 dataset; level of theory: the ωB97M-V functional and the def2-TZVPD basis.

As for the SMILES: CSc1ccc(Cl)c(C(=O)OCC(=O)N2C[C@@H](C)O[C@@H](C)C2)c1. The value obtained for the lowest unoccupied orbital energy is 0.019 Ha. The largest force on an atom is 0.64 eV/A. The total charge is 0. The frontier orbital gap comes out at 8.668 eV. The electronic energy is -1835.8143 hartree.

Last column: Löwdin charge in e.
Atoms and positions in Å:
C -7.005 -0.818 0.480  -0.398
H -6.930 -0.210 1.378  0.038
H -7.732 -1.609 0.632  0.030
H -7.286 -0.221 -0.382  0.037
S -5.426 -1.661 0.170  0.896
C -4.268 -0.343 -0.005  -0.532
C -2.940 -0.709 -0.191  -0.044
C -1.946 0.247 -0.351  -0.122
C -2.298 1.601 -0.315  -0.589
C -3.623 1.965 -0.120  -0.093
C -4.606 1.005 0.028  -0.081
H -5.626 1.323 0.170  0.094
H -3.881 3.011 -0.088  0.106
Cl -1.120 2.838 -0.472  0.757
C -0.542 -0.185 -0.559  -0.454
O 0.323 0.462 -1.092  0.084
O -0.339 -1.440 -0.117  0.006
C 1.015 -1.842 -0.145  -0.068
H 1.412 -1.708 -1.157  0.127
H 1.030 -2.893 0.147  0.145
C 1.794 -0.977 0.864  -0.422
O 1.197 -0.286 1.662  0.092
N 3.141 -1.069 0.834  -0.039
C 3.943 -1.716 -0.179  -0.092
H 3.367 -2.451 -0.736  0.122
H 4.771 -2.228 0.325  0.141
C 4.527 -0.641 -1.117  -0.371
C 5.440 -1.248 -2.172  -0.026
H 6.259 -1.775 -1.690  0.084
H 5.855 -0.458 -2.790  0.083
H 4.885 -1.940 -2.799  0.082
O 5.285 0.280 -0.363  -0.076
C 4.517 0.929 0.636  -0.363
C 5.427 1.908 1.362  -0.027
H 6.243 1.371 1.837  0.084
H 4.864 2.450 2.116  0.084
H 5.846 2.613 0.649  0.082
C 3.918 -0.109 1.598  -0.080
H 3.257 0.371 2.319  0.131
H 4.721 -0.639 2.121  0.139
H 3.683 1.467 0.155  0.161
H 3.686 -0.111 -1.598  0.158
H -2.677 -1.754 -0.214  0.115

7.
A cluster of 2 separate species, C4H11O3P in total at a distorted geometry. Source: the Open Molecules 2025 dataset; level of theory: the ωB97M-V functional and the def2-TZVPD basis.

The calculation puts the energy relative to the best compared isomer or geometry (same formula, charge and spin) at 3.014 eV. As for the SMILES: CCP(O)CO.C=O. The value obtained for the lowest unoccupied orbital energy is 0.022 Ha. The largest force on an atom is 3.58 eV/A. The total charge is 0. The frontier orbital gap comes out at 9.451 eV. The electronic energy is -726.0053 hartree.

Last column: Löwdin charge in e.
Atoms and positions in Å:
C 0.867 -1.672 0.004  -0.200
C 0.434 -0.488 0.857  -0.430
C -3.513 -0.408 -0.464  -0.185
C 1.701 1.345 -0.851  -0.386
O -0.067 2.205 0.813  -0.336
O -3.599 0.418 0.407  -0.030
O 2.648 1.311 0.191  -0.076
P -0.096 0.978 -0.253  0.892
H 0.575 -2.634 0.598  0.093
H 0.376 -1.498 -1.003  0.068
H 1.938 -1.881 0.074  0.061
H 1.153 -0.261 1.655  0.076
H -0.567 -0.789 1.301  0.069
H -4.068 -1.496 -0.596  0.123
H -2.934 -0.227 -1.349  0.035
H 1.525 2.268 -1.316  0.046
H 1.989 0.514 -1.541  0.094
H -0.991 2.502 0.942  0.058
H 2.448 2.012 0.731  0.028

8.
A structure of composition C36H30N4O4PdS4 at a distorted geometry. Source: the Open Molecules 2025 dataset; level of theory: the ωB97M-V functional and the def2-TZVPD basis.

The value obtained for the lowest unoccupied orbital energy is 0.161 Ha. The largest force on an atom is 1.73 eV/A. The total charge is -2. The frontier orbital gap comes out at 6.239 eV. The electronic energy is -3630.2004 hartree.

Last column: Löwdin charge in e.
Atoms and positions in Å:
Pd -1.156 1.742 1.764  0.827
N -0.363 0.006 1.106  -0.408
S -1.303 -0.859 0.263  0.770
N -0.563 -1.792 -0.728  -0.447
S 0.594 -1.019 -1.694  0.920
N 1.287 0.387 -1.204  -0.506
S 1.140 1.311 0.075  0.696
N 0.065 2.390 0.289  -0.366
C 2.508 2.424 -0.465  -0.268
C 3.160 3.230 0.466  -0.067
C 4.093 4.170 0.053  -0.098
C 4.376 4.337 -1.299  -0.121
C 3.716 3.547 -2.230  -0.100
C 2.789 2.597 -1.814  -0.077
C 2.114 0.673 1.498  -0.316
C 3.210 -0.125 1.222  -0.070
C 3.985 -0.619 2.263  -0.080
C 3.677 -0.289 3.576  -0.106
C 2.592 0.541 3.838  -0.083
C 1.807 1.025 2.802  -0.093
C -0.734 0.005 -2.773  -0.311
C -1.611 -0.787 -3.520  -0.134
C -2.402 -0.244 -4.524  -0.115
C -2.304 1.114 -4.830  -0.130
C -1.409 1.904 -4.124  -0.106
C -0.633 1.354 -3.104  -0.112
C 2.032 -2.164 -0.857  -0.303
C 3.239 -2.075 -1.558  -0.157
C 4.319 -2.896 -1.268  -0.123
C 4.207 -3.868 -0.271  -0.138
C 3.007 -3.993 0.415  -0.114
C 1.934 -3.148 0.122  -0.100
C -2.147 -1.984 1.360  -0.309
C -3.029 -1.424 2.275  -0.048
C -3.551 -2.239 3.268  -0.060
C -3.205 -3.584 3.331  -0.102
C -2.332 -4.128 2.395  -0.096
C -1.788 -3.321 1.403  -0.077
C -2.761 -0.123 -0.518  -0.300
C -2.890 1.226 -0.772  -0.077
C -4.067 1.694 -1.341  -0.057
C -5.097 0.825 -1.651  -0.087
C -4.947 -0.541 -1.424  -0.087
C -3.778 -1.016 -0.859  -0.082
H 2.936 3.133 1.520  0.107
H 4.594 4.784 0.793  0.092
H 5.103 5.074 -1.621  0.085
H 3.920 3.670 -3.288  0.091
H 2.282 1.967 -2.533  0.087
H 3.460 -0.358 0.198  0.091
H 4.824 -1.268 2.040  0.096
H 4.278 -0.672 4.392  0.087
H 2.343 0.811 4.858  0.099
H 0.957 1.658 3.011  0.084
H -1.683 -1.849 -3.291  0.095
H -3.096 -0.874 -5.072  0.086
H -2.928 1.547 -5.605  0.081
H -1.327 2.963 -4.353  0.091
H 0.032 1.988 -2.530  0.070
H 3.333 -1.317 -2.337  0.096
H 5.253 -2.782 -1.808  0.085
H 5.045 -4.514 -0.037  0.080
H 2.908 -4.744 1.192  0.087
H 1.017 -3.234 0.690  0.070
H -3.290 -0.369 2.235  0.089
H -4.219 -1.806 4.002  0.109
H -3.612 -4.211 4.117  0.090
H -2.068 -5.178 2.439  0.092
H -1.108 -3.707 0.657  0.088
H -2.083 1.908 -0.546  0.071
H -4.177 2.757 -1.515  0.111
H -6.023 1.206 -2.066  0.093
H -5.742 -1.232 -1.678  0.093
H -3.650 -2.078 -0.688  0.112
O -2.054 3.466 2.561  -0.482
S -3.075 2.508 3.200  0.243
O -3.754 3.138 4.313  -0.371
O -2.176 1.341 3.627  -0.475
O -4.004 2.013 2.174  -0.405

Question: Number 7 is which compound?
Answer: C4H11O3P

Question: Which value of total charge does entry 1 give?
Answer: 0